Density functional theory data (ωB97M-V/def2-TZVPD) for the molecule C3H7N3O.

XYZ file:
```
14
Properties=species:S:1:pos:R:3:forces:R:3:nbo_charge:R:1
C -0.700 -0.235 -0.044 -1.510 -3.678 -2.702 0.50
C 1.342 0.843 -0.165 -1.244 1.835 -1.988 -0.22
C 1.476 -0.576 0.371 0.102 -1.579 -1.973 -0.25
H -3.703 0.027 -0.016 2.870 0.999 0.451 0.48
H -0.870 1.689 -0.199 0.872 0.818 -0.094 0.44
H 1.751 1.747 0.317 0.454 -1.004 0.301 0.22
H 1.626 0.936 -1.286 -0.325 -0.490 1.725 0.20
H 1.385 -0.604 1.452 0.022 -0.108 0.203 0.20
H 2.335 -1.161 -0.021 -0.105 0.857 0.648 0.22
H -0.114 -2.065 -0.045 0.504 -0.876 0.413 0.39
N -1.916 -0.766 -0.104 2.101 2.630 1.057 -0.28
N -0.151 0.999 -0.032 -0.825 -1.264 0.746 -0.64
N 0.278 -1.205 -0.370 1.125 2.424 1.706 -0.60
O -2.738 0.372 0.140 -4.041 -0.565 -0.493 -0.64
```
Forces are in eV/Å.

Calculated values
HOMO	-7.75	eV
LUMO	1.0	eV
total energy	-357.92653	a.u.
energy above the lowest of the compared OMol25 structures with the same formula, charge and spin	77.40	kcal/mol
gap between HOMO and LUMO	8.76	eV
SMILES string	ON=C1NCCN1


Density functional theory data (ωB97M-V/def2-TZVPD) for the molecule C3H7N3O.

XYZ file:
```
14
Properties=species:S:1:pos:R:3:forces:R:3:nbo_charge:R:1
C -0.909 -0.796 1.516 0.097 0.142 0.072 -0.20
N 0.033 0.070 1.400 -0.279 -0.221 -0.095 -0.39
C 0.229 0.815 0.259 -0.025 0.027 -0.200 0.05
N 0.677 2.152 0.449 0.143 -0.129 0.094 -0.81
C 0.128 0.391 -1.045 0.072 -0.174 0.127 0.49
O 0.394 0.882 -2.138 -0.048 -0.058 0.174 -0.67
N -0.053 -1.213 -1.170 0.000 -0.070 -0.124 -0.78
H -0.973 -1.391 2.425 0.040 0.103 -0.118 0.18
H 0.065 -1.717 -0.285 -0.002 0.121 -0.125 0.43
H -1.716 -0.916 0.780 0.113 0.066 0.091 0.13
H 1.448 2.373 -0.176 -0.123 0.036 0.028 0.37
H 0.974 2.267 1.411 -0.043 0.008 -0.085 0.37
H -0.960 -1.448 -1.571 0.119 0.086 0.084 0.42
H 0.663 -1.470 -1.853 -0.063 0.063 0.077 0.42
```
Forces are in eV/Å.

Calculated values
HOMO (spin up / spin down)	-6.63 / -6.63	eV
LUMO (spin up / spin down)	0.3 / 0.3	eV
total energy	-357.94048	a.u.
energy above the lowest of the compared OMol25 structures with the same formula, charge and spin	68.65	kcal/mol
gap between HOMO and LUMO (spin up / spin down)	6.92 / 6.92	eV
SMILES string	C=N/C(N)=C(\[NH3+])[O-]


Density functional theory data (ωB97M-V/def2-TZVPD) for a cluster of 2 separate species, C3H7N3O in total.

XYZ file:
```
14
Properties=species:S:1:pos:R:3:forces:R:3:nbo_charge:R:1
C 0.229 1.288 -0.451 0.619 1.826 -3.663 0.79
C -0.975 -1.061 -1.284 -2.242 1.987 -1.100 -0.66
C -0.439 -0.602 0.007 0.153 -0.618 0.293 -0.04
N 1.116 -0.608 1.722 -0.855 0.621 -0.375 -0.59
N 0.763 -0.842 0.414 1.386 -0.252 1.119 -0.15
N 0.542 1.751 0.629 -0.048 2.179 2.336 -0.84
O 0.117 1.367 -1.645 -0.070 -0.315 1.315 -0.57
H -0.265 -1.693 -1.651 1.753 -2.048 -1.475 0.22
H -1.949 -1.610 -1.133 0.999 0.687 -0.246 0.22
H -1.062 -0.172 -2.079 -0.177 -2.097 1.973 0.27
H -1.174 -0.274 0.670 -1.115 0.706 1.578 0.17
H 2.120 -0.340 1.879 -1.626 -0.472 -0.706 0.39
H 0.438 -0.003 2.262 1.107 -0.761 -0.886 0.37
H 0.540 2.800 0.660 0.115 -1.444 -0.164 0.41
```
Forces are in eV/Å.

Calculated values
HOMO	-9.29	eV
LUMO	0.4	eV
total energy	-357.91396	a.u.
energy above the lowest of the compared OMol25 structures with the same formula, charge and spin	85.29	kcal/mol
gap between HOMO and LUMO	9.71	eV
SMILES string	C/C=N/N.N=C=O


Density functional theory data (ωB97M-V/def2-TZVPD) for the molecule C3H7N3O.

XYZ file:
```
14
Properties=species:S:1:pos:R:3:forces:R:3:nbo_charge:R:1
C 0.813 -0.331 0.711 0.686 -0.193 -3.741 -0.51
C -0.501 -0.263 -0.204 -1.044 0.902 4.656 0.31
N -0.989 1.883 0.578 0.524 -1.075 0.889 -0.66
N -0.961 -1.433 -0.728 0.199 -0.685 -0.390 -0.82
C 1.514 -0.210 -0.630 3.349 -0.784 1.982 0.38
N -1.332 0.596 0.290 -1.389 0.807 -2.516 -0.26
O 2.056 -1.147 -1.204 -1.119 0.702 -0.143 -0.58
H -0.083 2.227 0.276 -0.577 0.212 0.029 0.36
H -1.796 2.482 0.690 0.555 -0.059 -0.218 0.39
H -0.328 -2.219 -0.723 -0.205 0.063 0.019 0.40
H -1.949 -1.612 -0.643 0.038 0.021 -0.069 0.40
H 1.704 0.838 -0.932 -0.539 -0.059 -0.435 0.12
H 0.897 -1.326 1.144 -0.035 0.161 0.038 0.24
H 0.955 0.516 1.375 -0.443 -0.013 -0.102 0.23
```
Forces are in eV/Å.

Calculated values
HOMO (spin up / spin down)	-7.75 / -7.74	eV
LUMO (spin up / spin down)	0.5 / 0.5	eV
total energy	-357.90625	a.u.
energy above the lowest of the compared OMol25 structures with the same formula, charge and spin	90.13	kcal/mol
gap between HOMO and LUMO (spin up / spin down)	8.28 / 8.28	eV
SMILES string	N/N=C(/N)CC=O


Density functional theory data (ωB97M-V/def2-TZVPD) for the molecule C3H7N3O.

XYZ file:
```
14
Properties=species:S:1:pos:R:3:forces:R:3:nbo_charge:R:1
C -0.925 -0.283 1.099 2.346 0.691 -0.648 -0.02
N -1.839 -0.896 0.272 0.051 -0.767 -1.726 -0.86
C 1.251 1.013 0.809 0.082 -0.578 0.402 -0.01
N 0.322 0.405 0.212 -1.221 -0.256 1.352 -0.42
H -1.273 -1.394 -0.529 -1.222 0.669 1.570 0.42
H -2.469 -0.227 -0.158 0.033 -0.081 0.060 0.35
H -1.322 0.544 1.695 0.121 -0.189 -0.065 0.19
H -0.365 -1.007 1.695 -0.138 0.140 0.143 0.18
H 2.055 1.497 0.265 0.024 -0.083 -0.219 0.19
H 1.361 0.948 1.892 -0.288 0.435 0.206 0.16
O 1.510 0.411 -1.925 0.293 0.503 -0.036 -0.70
C 0.744 -0.507 -1.319 -2.054 -0.888 -1.867 0.57
N 0.067 -1.457 -1.573 1.518 0.563 0.737 -0.56
H 0.883 0.954 -2.436 0.456 -0.160 0.091 0.50
```
Forces are in eV/Å.

Calculated values
HOMO	-8.54	eV
LUMO	0.3	eV
total energy	-357.89145	a.u.
energy above the lowest of the compared OMol25 structures with the same formula, charge and spin	99.41	kcal/mol
gap between HOMO and LUMO	8.84	eV


Density functional theory data (ωB97M-V/def2-TZVPD) for a structure of composition C3H7N3O.

XYZ file:
```
14
Properties=species:S:1:pos:R:3:forces:R:3:nbo_charge:R:1
C -1.410 -0.044 -0.170 0.706 1.432 1.991 0.67
C 1.532 -0.233 0.092 -1.114 1.231 -0.574 0.82
C -2.810 0.282 -0.147 -2.126 -0.163 -0.950 -0.80
N -0.301 0.201 0.101 2.294 -1.287 -1.195 -0.39
N 1.591 -1.420 0.640 0.275 3.741 -1.585 -0.66
N 2.312 0.685 -0.477 -2.509 -1.344 0.930 -0.20
O 3.642 0.654 -0.244 -0.539 -2.472 -0.015 -0.41
H -3.436 -0.192 -0.967 0.977 0.657 0.794 0.34
H -2.739 1.368 -0.245 -0.207 0.233 -0.702 0.32
H -3.434 0.244 0.786 1.256 -0.892 -0.261 0.36
H 0.844 -1.594 1.267 -0.541 -1.056 0.961 0.47
H 2.165 -2.077 0.172 0.908 -1.429 -0.054 0.49
H 1.963 1.414 -1.134 -0.129 -0.696 0.469 0.48
H 3.935 1.545 -0.214 0.748 2.044 0.191 0.53
```
Forces are in eV/Å.

Calculated values
HOMO	-20.61	eV
LUMO	-10.7	eV
total energy	-357.15575	a.u.
energy above the lowest of the compared OMol25 structures with the same formula, charge and spin	125.96	kcal/mol
gap between HOMO and LUMO	9.95	eV
net charge	+2


Density functional theory data (ωB97M-V/def2-TZVPD) for a structure of composition C3H7N3O2.

XYZ file:
```
15
Properties=species:S:1:pos:R:3:forces:R:3:nbo_charge:R:1
C 2.276 0.570 -0.006 0.615 1.267 -1.140 -0.47
C -0.025 0.276 -0.051 2.164 -3.009 1.665 0.66
C -3.175 -0.441 0.147 3.301 -2.150 2.450 -0.06
H 3.199 0.200 0.419 0.255 0.616 0.678 0.19
H 1.836 1.595 0.185 1.760 -1.030 0.278 0.27
H 2.474 0.517 -1.113 -0.550 0.000 0.724 0.18
H 2.104 -2.239 0.434 -3.247 3.225 -3.968 0.46
H -0.897 1.824 -0.287 -4.350 1.992 -1.005 0.36
H -3.107 -1.388 0.979 0.191 2.544 -2.892 0.21
H -4.097 -0.110 -0.105 -3.014 1.278 -0.318 0.18
N 1.223 -0.302 0.401 -0.844 -1.452 -2.070 -0.17
N -0.050 1.516 -0.062 2.475 -0.462 0.311 -0.72
N -2.213 0.237 -0.363 -0.476 -4.560 0.426 -0.14
O 1.437 -1.537 -0.401 2.726 -2.661 4.915 -0.58
O -0.985 -0.718 -0.178 -1.007 4.401 -0.053 -0.38
```
Forces are in eV/Å.

Calculated values
HOMO	-9.30	eV
LUMO	0.3	eV
total energy	-433.00350	a.u.
energy above the lowest of the compared OMol25 structures with the same formula, charge and spin	200.34	kcal/mol
gap between HOMO and LUMO	9.61	eV


Density functional theory data (ωB97M-V/def2-TZVPD) for the molecule C3H7N3O2.

XYZ file:
```
15
Properties=species:S:1:pos:R:3:forces:R:3:nbo_charge:R:1
C 1.184 -0.294 1.820 2.336 -0.638 2.983 0.32
C -0.802 0.926 -0.576 -3.533 2.411 -0.626 -0.38
C -0.346 0.057 -1.832 1.312 0.214 2.263 0.79
H 1.194 0.571 3.802 -2.092 -1.969 -2.477 0.42
H -0.487 0.245 2.817 3.779 -0.301 1.317 0.42
H 2.247 -0.803 1.702 -1.988 1.595 0.829 0.20
H -1.334 -0.629 0.575 -0.263 -1.218 -0.128 0.37
H -0.566 2.062 -0.187 0.161 -2.695 -2.194 0.24
H -1.925 0.948 -0.879 1.648 0.570 0.623 0.23
H 0.921 -0.840 -0.521 -1.404 0.707 -1.173 0.49
N 0.603 -0.045 3.071 -1.288 1.727 0.007 -0.88
N 0.608 -0.157 0.732 -0.846 -1.087 -0.955 -0.41
N -0.788 0.194 0.637 2.137 0.689 1.669 -0.51
O 0.469 -0.982 -1.474 -0.560 0.632 -1.820 -0.74
O -0.871 0.277 -2.883 0.600 -0.636 -0.320 -0.58
```
Forces are in eV/Å.

Calculated values
HOMO	-9.14	eV
LUMO	0.5	eV
total energy	-433.15688	a.u.
energy above the lowest of the compared OMol25 structures with the same formula, charge and spin	104.10	kcal/mol
gap between HOMO and LUMO	9.59	eV
SMILES string	N/C=N\NCC(=O)O


- What is the formula in the third record?
  C3H7N3O